No. 1
274
Properties=species:S:1:pos:R:3:forces:R:3:lowdin_charge:R:1 method="wB97M-V/def2-TZVPD" lumo_ha=0.005 mol_weight_g_mol=1521.24 e_homo_ev=-7.662 multiplicity=1 orbital_gap_ha=0.287 total_charge=0 e_tot_ha=-5291.5344 fmax_ev_per_a=4.7
C 1.874 -6.136 6.846 0.369 -0.369 -0.086 -0.15
N 1.848 -4.735 7.112 0.758 2.343 -1.160 -0.31
C 2.166 -4.374 8.520 -1.184 0.303 -0.979 -0.10
P 0.983 -3.599 6.095 0.819 -1.894 2.142 0.60
O -0.446 -3.545 6.546 1.272 0.661 -1.394 -0.30
N 1.867 -2.184 6.322 0.009 -2.054 -0.298 -0.33
C 3.245 -1.993 5.827 -1.081 -1.574 1.341 -0.08
C 1.122 -1.009 6.442 -0.454 1.818 0.274 -0.15
N 1.288 -4.124 4.537 -1.154 -0.271 0.265 -0.31
C 0.228 -4.299 3.558 -1.314 -0.151 0.775 -0.11
C 2.575 -4.404 3.979 0.924 0.583 0.881 -0.13
H 1.769 -6.398 5.793 -0.584 0.317 -0.046 0.07
H 1.133 -6.646 7.462 -0.055 -0.440 -0.104 0.08
H 2.875 -6.516 7.054 0.098 -0.235 0.489 0.08
H 1.268 -4.619 9.089 0.180 -0.165 0.587 0.08
H 2.305 -3.297 8.623 0.016 -0.004 -0.233 0.07
H 3.051 -4.856 8.934 -0.040 -0.323 -0.339 0.08
H 3.711 -1.299 6.525 0.166 0.520 -0.667 0.09
H 3.728 -2.948 6.037 0.339 0.007 -0.299 0.07
H 3.273 -1.807 4.753 0.288 0.678 0.173 0.07
H 1.105 -0.469 5.495 -0.165 0.296 -0.037 0.05
H 0.094 -1.171 6.766 0.154 -0.161 0.038 0.08
H 1.646 -0.394 7.174 -0.267 0.516 0.132 0.09
H -0.222 -5.274 3.746 -0.353 -0.027 -0.320 0.08
H -0.541 -3.534 3.670 -0.169 -0.062 0.242 0.07
H 0.483 -4.259 2.499 0.856 0.087 0.201 0.07
H 2.908 -3.419 3.652 0.674 -0.575 -1.304 0.06
H 2.506 -5.232 3.275 0.135 0.434 -0.387 0.10
H 3.321 -4.696 4.719 -0.194 -0.173 0.284 0.08
C -1.865 -0.418 -0.664 -0.739 -0.003 -0.281 -0.12
N -0.531 -0.459 -0.087 1.552 0.943 0.194 -0.27
C 0.009 -1.797 0.350 -0.209 1.318 -1.132 -0.09
P 0.208 1.067 0.332 0.908 -1.880 -0.269 0.67
O -0.388 2.282 -0.310 -0.365 -0.882 1.084 -0.29
N 0.119 0.999 2.025 0.145 2.037 -0.521 -0.30
C -0.875 1.797 2.769 0.303 -0.366 -1.062 -0.07
C 0.797 0.034 2.832 -0.355 -0.960 -0.579 -0.13
N 1.863 0.943 -0.170 -0.944 -1.786 0.773 -0.27
C 2.331 -0.084 -1.152 -0.745 0.871 0.457 -0.09
C 2.723 2.105 -0.015 -1.013 0.909 -0.231 -0.11
H -2.588 0.063 -0.005 -0.030 0.439 0.076 0.07
H -2.363 -1.366 -0.866 0.735 -0.673 0.368 0.07
H -1.912 0.031 -1.656 0.237 0.444 0.157 0.06
H 1.047 -1.808 0.683 -0.020 0.638 -0.038 0.05
H 0.025 -2.319 -0.607 -0.257 -0.926 0.426 0.09
H -0.555 -2.255 1.163 -0.394 -0.130 -0.297 0.06
H -1.677 1.176 3.168 -0.125 -0.282 -0.040 0.07
H -0.413 2.297 3.620 0.098 0.297 -0.171 0.09
H -1.297 2.479 2.030 -0.117 0.351 0.494 0.06
H 0.095 -0.771 3.049 -0.151 -0.354 0.401 0.08
H 1.583 -0.443 2.247 0.442 0.292 0.377 0.06
H 1.117 0.435 3.794 0.349 0.241 -0.299 0.07
H 3.232 0.309 -1.623 -0.065 -0.085 -0.064 0.05
H 2.554 -1.051 -0.703 0.140 0.044 0.166 0.06
H 1.568 -0.253 -1.912 0.051 0.038 -0.152 0.07
H 3.792 1.902 -0.080 -0.145 -0.349 0.189 0.06
H 2.487 2.659 0.893 0.178 -0.302 0.348 0.07
H 2.462 2.832 -0.784 0.295 0.166 -0.353 0.06
C 4.604 5.991 -5.521 1.040 0.932 0.263 -0.04
C 5.055 5.516 -4.114 -0.178 -0.463 -1.032 -0.47
C 4.649 6.587 -3.071 1.075 -0.851 0.166 -0.03
C 4.227 4.253 -3.861 0.631 -0.649 2.483 -0.11
C 4.820 3.462 -2.655 0.784 -0.500 -0.549 -0.18
C 6.242 2.997 -2.969 0.103 1.421 -0.756 -0.13
C 7.220 4.201 -3.245 -1.721 0.882 1.216 -0.44
C 7.336 4.993 -1.922 1.570 -0.468 -0.058 -0.03
C 8.575 3.651 -3.793 -0.872 1.269 -0.565 -0.02
N 6.518 5.150 -4.199 -1.263 -2.982 -0.302 -0.13
O 7.314 6.224 -4.469 0.726 1.297 -0.261 -0.02
H 5.227 6.853 -5.755 -0.162 0.316 -0.175 0.07
H 4.772 5.294 -6.343 -0.082 -0.404 0.346 0.08
H 3.567 6.326 -5.519 -0.020 -0.161 0.063 0.08
H 3.680 6.994 -3.361 0.209 0.187 0.292 0.08
H 4.624 6.079 -2.107 -0.695 0.071 0.103 0.05
H 5.421 7.333 -2.882 -0.129 0.375 -0.675 0.09
H 3.236 4.497 -3.478 -0.305 0.455 -0.682 0.11
H 4.139 3.603 -4.731 0.127 0.182 0.001 0.10
H 4.898 3.994 -1.707 -0.492 0.529 -0.126 0.10
H 4.226 2.583 -2.404 -0.243 -0.071 -0.264 0.08
H 6.201 2.470 -3.922 0.182 -0.691 0.181 0.11
H 6.618 2.433 -2.116 0.295 -0.372 -0.316 0.10
H 6.406 5.473 -1.616 0.147 -0.601 0.215 0.06
H 8.077 5.792 -1.928 0.046 0.152 -0.584 0.08
H 7.787 4.287 -1.226 -0.548 0.023 0.745 0.08
H 9.112 4.490 -4.236 0.075 0.050 -0.075 0.07
H 8.356 2.951 -4.599 0.106 -0.155 0.065 0.08
H 9.282 3.220 -3.084 -0.540 -0.144 0.364 0.08
H 7.564 6.046 -5.378 0.274 0.425 -0.161 0.11
C -0.644 7.120 -0.399 -0.753 -0.634 -0.264 -0.03
C 0.557 6.173 -0.534 1.140 1.590 -1.551 -0.44
C 0.278 5.121 -1.644 0.765 -0.491 0.542 -0.04
C 1.754 7.069 -1.135 -0.485 -0.233 0.991 -0.13
C 2.406 7.938 -0.040 0.301 -1.013 -0.861 -0.17
C 2.854 6.991 1.077 -0.686 0.560 0.790 -0.14
C 1.685 6.232 1.783 1.720 1.512 0.680 -0.44
C 2.386 5.271 2.858 -1.277 -1.284 -1.716 -0.03
C 0.868 7.290 2.617 -1.178 -1.404 -0.995 -0.03
N 0.959 5.495 0.726 2.410 1.215 -0.455 -0.11
O -0.101 4.813 1.252 -1.471 -0.589 0.660 -0.03
H -0.406 8.174 -0.254 0.105 -0.160 0.351 0.08
H -1.236 7.059 -1.313 0.130 0.180 -0.306 0.08
H -1.348 6.734 0.338 0.170 0.253 0.435 0.06
H 1.104 4.410 -1.660 -0.019 -0.419 0.570 0.06
H -0.650 4.567 -1.504 -0.011 0.045 -0.083 0.06
H 0.385 5.470 -2.671 -0.660 0.830 0.102 0.09
H 2.512 6.463 -1.632 0.014 -0.391 0.544 0.07
H 1.389 7.668 -1.969 -0.545 0.136 0.138 0.12
H 3.266 8.474 -0.441 0.281 -0.204 -0.174 0.10
H 1.780 8.766 0.295 -0.406 -0.354 0.303 0.10
H 3.306 7.631 1.835 0.210 -0.209 0.297 0.11
H 3.601 6.253 0.787 0.050 0.110 -0.494 0.11
H 3.161 5.645 3.527 -0.460 0.656 -0.103 0.08
H 2.840 4.426 2.340 0.521 0.209 -0.619 0.05
H 1.632 4.673 3.370 -0.312 0.634 0.671 0.07
H 1.361 7.596 3.540 -0.017 -0.070 -0.182 0.08
H -0.062 6.755 2.810 -0.090 -0.105 0.854 0.07
H 0.456 8.132 2.061 0.728 0.282 -0.215 0.06
H -0.070 4.007 0.732 -0.395 -0.850 -0.037 0.04
C -0.866 -8.098 0.423 1.359 -0.532 -0.654 -0.05
C -2.091 -7.202 0.503 -0.478 -0.694 0.594 -0.50
C -3.259 -8.040 1.134 -0.406 0.025 -0.825 -0.02
C -1.705 -6.034 1.417 -0.488 -0.217 0.437 -0.14
C -2.660 -4.835 1.361 0.427 0.285 -0.807 -0.15
C -2.839 -4.332 -0.092 -0.652 -1.550 1.319 -0.13
C -3.182 -5.480 -1.093 1.331 -0.561 1.330 -0.48
C -4.662 -5.809 -1.076 -0.477 -0.173 0.354 -0.01
C -2.810 -4.890 -2.390 0.518 0.224 -2.482 -0.06
N -2.289 -6.673 -0.842 0.268 3.065 1.681 -0.14
O -2.397 -7.597 -1.827 -0.660 -1.489 -1.115 0.00
H -0.502 -8.640 1.295 -0.658 0.285 0.547 0.09
H -0.897 -8.874 -0.342 -0.574 -0.049 -0.068 0.08
H -0.009 -7.496 0.122 0.081 0.289 -0.069 0.08
H -4.218 -7.532 1.237 0.176 0.569 0.109 0.06
H -3.526 -8.864 0.474 0.312 -0.196 -0.148 0.08
H -3.028 -8.476 2.106 0.338 0.159 -0.011 0.08
H -1.682 -6.493 2.405 -0.126 0.257 0.313 0.11
H -0.663 -5.772 1.236 -0.085 0.355 -0.402 0.10
H -3.623 -5.046 1.825 -0.007 -0.166 0.032 0.10
H -2.243 -3.953 1.846 0.074 -0.207 0.683 0.08
H -1.949 -3.750 -0.332 0.019 -0.297 -0.523 0.09
H -3.703 -3.668 -0.081 0.037 0.285 -0.261 0.09
H -5.133 -5.124 -1.781 -0.439 -0.078 0.236 0.07
H -5.099 -5.726 -0.081 -0.053 0.437 0.108 0.07
H -4.905 -6.836 -1.345 0.370 -0.014 -0.493 0.09
H -3.004 -3.818 -2.398 -0.279 0.019 -0.172 0.08
H -3.314 -5.342 -3.245 -0.342 0.011 0.013 0.08
H -1.760 -5.010 -2.660 0.262 0.022 0.491 0.09
H -1.493 -7.709 -2.132 0.031 -0.059 -0.321 0.11
C 6.735 0.805 0.894 -0.669 -0.693 0.110 -0.01
C 6.347 -0.709 0.758 1.901 -0.229 -0.739 -0.46
C 5.025 -1.034 1.466 0.134 -0.288 -0.384 -0.03
C 6.148 -1.085 -0.737 -0.038 1.348 -0.350 -0.15
C 7.384 -1.029 -1.636 -0.595 -1.406 1.325 -0.17
C 8.309 -2.088 -1.048 1.566 0.636 0.351 -0.13
C 8.621 -1.943 0.496 2.655 -0.570 -0.323 -0.46
C 9.194 -3.312 0.966 -1.233 -0.034 0.719 -0.06
C 9.933 -1.019 0.686 -2.486 0.420 -0.219 -0.02
N 7.446 -1.596 1.270 -1.709 -0.523 -0.691 -0.11
O 7.619 -1.463 2.664 0.325 -0.053 -0.727 0.00
H 7.548 1.203 0.286 -0.123 -0.496 -0.550 0.07
H 5.801 1.309 0.643 0.223 0.626 0.247 0.06
H 7.074 1.050 1.901 -0.547 0.007 0.294 0.08
H 4.190 -0.529 0.980 0.092 0.828 0.303 0.06
H 4.735 -2.060 1.239 0.505 -0.392 0.387 0.08
H 5.071 -0.879 2.544 -0.168 0.103 -0.125 0.08
H 5.683 -2.069 -0.799 -0.058 0.008 -0.047 0.12
H 5.514 -0.325 -1.195 -0.838 -0.074 0.352 0.10
H 7.088 -1.271 -2.657 0.085 -0.037 -0.053 0.11
H 7.805 -0.024 -1.646 0.258 -0.083 0.115 0.10
H 9.256 -1.976 -1.575 0.402 -0.053 0.250 0.10
H 8.106 -3.144 -1.227 -1.050 0.161 -0.161 0.11
H 10.022 -3.680 0.360 -0.126 0.149 -0.134 0.09
H 8.385 -4.039 1.037 -0.040 -0.271 -0.506 0.08
H 9.518 -3.251 2.005 0.276 0.261 -0.032 0.07
H 10.373 -1.186 1.669 0.209 -0.029 -0.252 0.07
H 9.532 -0.006 0.647 0.510 0.439 -0.037 0.06
H 10.598 -1.171 -0.164 0.176 -0.065 0.407 0.08
H 8.051 -0.611 2.751 0.302 0.391 0.464 0.08
C -5.975 -3.753 -5.120 0.210 2.276 0.046 0.00
C -6.183 -2.157 -5.306 0.111 -0.596 0.086 -0.43
C -5.425 -1.711 -6.628 -0.210 -0.236 2.059 -0.02
C -7.691 -1.865 -5.460 -0.914 -1.089 -1.370 -0.15
C -8.522 -1.816 -4.230 -0.352 -0.264 2.809 -0.20
C -7.939 -0.980 -3.118 0.856 0.874 -0.319 -0.15
C -6.447 -1.174 -2.867 1.634 0.264 0.468 -0.43
C -5.938 0.184 -2.228 -0.433 -0.624 0.310 -0.03
C -6.220 -2.357 -1.866 -0.225 1.006 -0.184 -0.02
N -5.681 -1.339 -4.162 -3.872 0.651 -0.908 -0.14
O -4.355 -1.469 -4.001 2.344 -0.650 0.829 -0.02
H -6.393 -4.221 -6.011 -0.192 -0.307 0.360 0.07
H -4.914 -3.993 -5.058 0.039 0.102 -0.016 0.06
H -6.426 -4.007 -4.161 -0.277 -0.492 -0.354 0.05
H -5.821 -2.246 -7.491 0.064 0.214 0.006 0.08
H -5.482 -0.625 -6.697 -0.346 0.011 -0.383 0.08
H -4.369 -1.929 -6.465 0.041 -0.272 -0.394 0.07
H -7.977 -1.115 -6.198 0.631 0.670 0.274 0.12
H -8.151 -2.745 -5.907 0.458 -0.300 -0.718 0.11
H -9.557 -1.474 -4.248 -0.066 0.041 -1.141 0.12
H -8.637 -2.825 -3.835 0.150 -0.376 -0.020 0.11
H -8.432 -1.079 -2.151 -0.244 -0.204 -0.090 0.13
H -8.070 0.061 -3.415 -0.046 0.220 0.006 0.11
H -6.247 1.018 -2.857 0.387 -0.026 -0.216 0.08
H -4.890 0.249 -1.933 0.332 -0.311 -0.721 0.06
H -6.400 0.389 -1.262 -0.633 -0.390 0.066 0.06
H -5.153 -2.476 -1.680 0.028 -0.519 -0.351 0.06
H -6.766 -3.246 -2.184 0.498 -0.215 -0.173 0.07
H -6.641 -2.123 -0.888 -0.159 0.332 0.045 0.06
H -3.976 -0.832 -4.610 0.390 0.132 0.032 0.06
C -5.931 -0.380 2.108 1.193 0.521 0.123 -0.03
C -5.853 -1.658 2.954 0.321 0.501 0.587 -0.44
C -6.201 -2.873 2.114 -0.659 -0.696 -0.154 -0.05
C -4.337 -1.888 3.422 -0.854 1.697 1.088 -0.09
C -4.003 -0.870 4.578 -0.026 -1.431 -0.582 -0.17
C -4.981 -1.057 5.700 -1.869 0.666 0.529 -0.16
C -6.474 -0.845 5.424 -1.182 1.012 -1.497 -0.46
C -7.329 -1.532 6.588 -0.084 0.793 -2.034 -0.02
C -6.818 0.707 5.352 0.396 -0.802 -0.089 -0.02
N -6.796 -1.507 4.130 3.731 -1.472 0.740 -0.16
O -8.098 -1.536 3.741 -1.459 0.354 -0.047 0.00
H -5.236 0.336 2.548 0.091 0.215 0.077 0.05
H -6.869 0.173 2.078 -0.318 -0.662 -0.126 0.09
H -5.520 -0.557 1.114 -0.289 -0.034 -0.298 0.07
H -5.406 -3.179 1.434 0.409 0.307 0.108 0.06
H -7.060 -2.758 1.453 -0.257 0.267 0.270 0.08
H -6.391 -3.734 2.754 -0.051 -0.048 0.119 0.09
H -4.155 -2.918 3.729 -0.276 -0.028 0.207 0.11
H -3.632 -1.682 2.617 -0.309 -0.036 -0.466 0.10
H -3.949 0.138 4.167 -0.242 0.110 0.186 0.09
H -3.040 -1.079 5.044 0.355 -0.069 -0.410 0.10
H -4.863 -0.294 6.470 0.801 -0.419 0.481 0.12
H -4.992 -2.070 6.103 0.896 0.009 0.149 0.12
H -8.367 -1.499 6.256 -0.196 0.053 -0.015 0.06
H -7.074 -2.591 6.622 0.278 0.111 0.527 0.08
H -7.351 -0.978 7.527 0.613 -0.264 0.056 0.08
H -6.419 1.151 6.264 -0.611 0.285 0.199 0.07
H -6.355 1.264 4.538 0.647 -0.487 -0.210 0.06
H -7.865 0.914 5.133 -0.226 -0.259 0.741 0.08
H -8.416 -2.250 4.298 -0.698 -0.219 -0.359 0.10
C -3.794 4.787 0.398 0.130 0.291 1.529 -0.04
N -5.145 4.227 0.208 4.482 -1.131 -0.719 -0.17
C -5.129 2.783 0.100 -0.622 -0.183 1.230 -0.03
C -6.147 4.984 -0.034 -4.181 1.625 -1.170 -0.38
O -7.265 4.628 -0.445 1.317 0.356 0.622 -0.02
H -3.046 4.596 -0.372 -0.387 -0.452 -0.270 0.08
H -3.413 4.433 1.355 0.291 -0.694 -0.084 0.09
H -3.713 5.852 0.616 -0.925 0.276 -0.550 0.08
H -5.055 2.527 1.157 0.139 -0.966 0.013 0.09
H -6.066 2.370 -0.275 0.134 0.365 -0.154 0.08
H -4.262 2.373 -0.418 -0.043 0.315 -0.209 0.08
H -5.917 6.032 0.214 -0.196 0.195 -0.215 0.14
C -2.992 3.102 -3.972 -0.576 -0.417 -1.392 -0.04
N -2.349 1.881 -4.510 -0.589 0.480 0.191 -0.16
C -1.150 1.593 -3.767 0.724 -0.377 -0.042 -0.07
C -2.803 1.092 -5.540 1.972 0.482 0.356 -0.31
O -2.137 0.170 -6.047 -1.606 1.166 0.950 -0.02
H -2.940 3.034 -2.885 -0.118 0.440 -0.140 0.08
H -4.006 3.278 -4.329 -0.454 -0.926 0.273 0.08
H -2.576 4.008 -4.413 1.019 0.015 0.554 0.09
H -0.848 0.568 -3.987 0.059 0.016 0.211 0.09
H -0.308 2.253 -3.976 0.017 0.119 -0.653 0.09
H -1.303 1.776 -2.703 -0.281 -0.433 0.100 0.05
H -3.780 1.477 -5.870 -0.093 -0.481 -0.316 0.14
C 2.521 -1.480 -4.970 -1.336 -0.747 -0.315 -0.08
N 2.679 -0.127 -5.454 0.160 0.167 0.374 -0.18
C 3.847 0.641 -4.976 -0.706 -0.278 -0.113 -0.03
C 1.585 0.498 -6.011 1.238 1.709 0.690 -0.30
O 1.541 1.723 -6.181 -0.315 -1.991 -0.054 -0.01
H 1.917 -1.561 -4.066 0.713 0.409 0.924 0.07
H 3.417 -2.098 -4.927 0.128 0.463 0.070 0.09
H 1.803 -2.026 -5.581 0.298 0.024 -0.862 0.08
H 4.079 0.431 -3.931 -0.209 -0.302 0.139 0.07
H 4.723 0.354 -5.558 0.046 0.319 -0.114 0.09
H 3.616 1.705 -5.016 0.112 -0.213 -0.420 0.06
H 0.788 -0.234 -6.217 -0.204 0.389 -0.258 0.13

---

No. 2
16
Properties=species:S:1:pos:R:3:forces:R:3:lowdin_charge:R:1 method="wB97M-V/def2-TZVPD" lumo_ha=0.024 mol_weight_g_mol=95.14 e_homo_ev=-7.628 multiplicity=1 orbital_gap_ha=0.304 total_charge=0 e_tot_ha=-288.5379 fmax_ev_per_a=5.3
C -0.293 -0.414 3.075 0.604 0.308 -0.442 -0.10
C 0.441 0.288 1.898 2.273 1.203 -0.911 -0.12
C 0.067 0.527 0.683 0.024 0.506 -0.830 -0.16
C 0.317 1.037 -0.512 -1.841 -0.342 -0.610 -0.21
N 0.761 0.239 -1.595 -0.038 0.027 0.000 -0.09
C -0.152 0.199 -2.727 -0.237 -0.024 -0.411 -0.15
C -0.043 -0.956 -1.814 -0.136 -0.384 -0.135 -0.15
H -0.776 0.265 3.800 0.478 0.065 -0.467 0.07
H 0.395 -1.053 3.638 -0.073 0.134 -0.124 0.06
H -1.106 -1.060 2.691 0.495 0.335 -0.158 0.08
H -0.090 2.018 -0.726 0.347 0.208 -0.270 0.11
H 1.635 0.953 1.235 -2.313 -2.289 4.171 0.27
H 0.301 0.110 -3.711 -0.028 0.246 0.154 0.10
H -1.054 0.802 -2.651 0.152 -0.039 -0.102 0.11
H -0.869 -1.106 -1.120 0.257 -0.082 -0.075 0.10
H 0.467 -1.848 -2.166 0.037 0.126 0.209 0.10

---

Copy entry 2 word for word.
16
Properties=species:S:1:pos:R:3:forces:R:3:lowdin_charge:R:1 method="wB97M-V/def2-TZVPD" lumo_ha=0.024 mol_weight_g_mol=95.14 e_homo_ev=-7.628 multiplicity=1 orbital_gap_ha=0.304 total_charge=0 e_tot_ha=-288.5379 fmax_ev_per_a=5.3
C -0.293 -0.414 3.075 0.604 0.308 -0.442 -0.10
C 0.441 0.288 1.898 2.273 1.203 -0.911 -0.12
C 0.067 0.527 0.683 0.024 0.506 -0.830 -0.16
C 0.317 1.037 -0.512 -1.841 -0.342 -0.610 -0.21
N 0.761 0.239 -1.595 -0.038 0.027 0.000 -0.09
C -0.152 0.199 -2.727 -0.237 -0.024 -0.411 -0.15
C -0.043 -0.956 -1.814 -0.136 -0.384 -0.135 -0.15
H -0.776 0.265 3.800 0.478 0.065 -0.467 0.07
H 0.395 -1.053 3.638 -0.073 0.134 -0.124 0.06
H -1.106 -1.060 2.691 0.495 0.335 -0.158 0.08
H -0.090 2.018 -0.726 0.347 0.208 -0.270 0.11
H 1.635 0.953 1.235 -2.313 -2.289 4.171 0.27
H 0.301 0.110 -3.711 -0.028 0.246 0.154 0.10
H -1.054 0.802 -2.651 0.152 -0.039 -0.102 0.11
H -0.869 -1.106 -1.120 0.257 -0.082 -0.075 0.10
H 0.467 -1.848 -2.166 0.037 0.126 0.209 0.10